(1)
Formula: C39H44GeI2IrNO3Sb
Source: the OMol25 dataset
Level of theory: ωB97M-V/def2-TZVPD

Structure (ORCA input):
```
! RIJCOSX wB97M-V def2-TZVPD def2/J DEFGRID3
* xyz 1 1
Ir -0.22073 1.39685 0.35607
I -3.62875 5.29766 0.10829
C -2.42555 4.65194 1.66383
C -2.45068 5.30281 2.91611
C -1.63838 4.92346 3.95193
I -1.73916 5.95826 5.75699
C -0.73478 3.84247 3.78221
C 0.18307 3.34558 4.73408
C 1.01149 2.30797 4.40255
C 0.94332 1.73404 3.12422
N 0.08807 2.16321 2.22188
C -0.74228 3.20209 2.53278
C -1.57514 3.59221 1.46864
O -1.44965 2.93228 0.31964
H -3.13230 6.13230 3.04756
H 0.22980 3.79641 5.71638
H 1.72636 1.91618 5.11170
H 1.58705 0.91710 2.82878
C -0.27231 2.94101 -3.17913
C 1.00068 3.56859 -2.62793
C 2.14517 3.56704 -3.63913
Sb 1.66209 2.67417 -0.79216
C 2.53909 4.29396 0.31040
C 1.50128 5.36069 0.64641
C 3.72289 4.88998 -0.44616
C 3.31408 1.37555 -1.20175
C 2.90720 0.17144 -2.04383
C 3.95686 0.96727 0.11950
H -0.58187 3.49196 -4.07014
H -1.09030 2.97836 -2.45833
H -0.11384 1.90005 -3.46186
H 0.78829 4.59533 -2.31638
H 2.38800 2.55404 -3.96318
H 3.05503 4.03002 -3.25530
H 1.84130 4.12645 -4.52658
H 2.89754 3.82685 1.23215
H 1.11595 5.83986 -0.25674
H 1.96179 6.14305 1.25407
H 0.65202 4.96747 1.20177
H 3.39510 5.39317 -1.35815
H 4.47463 4.14608 -0.71630
H 4.21477 5.64105 0.17561
H 4.00706 2.00699 -1.76479
H 2.20508 -0.46855 -1.50683
H 3.79413 -0.42187 -2.27837
H 2.43780 0.45721 -2.98540
H 3.26314 0.37714 0.72466
H 4.29052 1.82446 0.70742
H 4.83117 0.34097 -0.07289
O -0.28483 0.30680 -1.35820
C -1.45480 -0.26005 -1.17967
O -2.02912 -0.07475 -0.10113
C -1.99487 -1.07758 -2.30911
C -1.35698 -2.47355 -2.38160
Ge -1.39256 -3.60144 -0.75956
C -0.32899 -2.77009 0.65905
C 1.06371 -2.78101 0.57149
C 1.84750 -2.24365 1.58544
C 1.24138 -1.68872 2.70601
C -0.14447 -1.64302 2.79365
C -0.92014 -2.17971 1.77508
C -0.49687 -5.27261 -1.20735
C -0.18320 -6.17566 -0.19089
C 0.44669 -7.37764 -0.47518
C 0.77897 -7.69308 -1.78616
C 0.47979 -6.80365 -2.80669
C -0.15514 -5.60250 -2.51680
C -3.20962 -3.86835 -0.12268
C -4.30930 -3.54431 -0.91456
C -5.60368 -3.77205 -0.46731
C -5.81557 -4.33393 0.78261
C -4.73131 -4.67318 1.57987
C -3.44010 -4.44318 1.12799
H -1.78385 -0.52715 -3.22753
H -3.07238 -1.15571 -2.17004
H -0.30190 -2.36751 -2.65173
H -1.83195 -3.03021 -3.19068
H 1.54923 -3.25792 -0.27445
H 2.92813 -2.29446 1.52119
H 1.84964 -1.32282 3.52531
H -0.62303 -1.22180 3.66999
H -1.99971 -2.14557 1.85614
H -0.42637 -5.94154 0.84050
H 0.67903 -8.06874 0.32477
H 1.26978 -8.63111 -2.01029
H 0.73715 -7.04520 -3.82995
H -0.38365 -4.92434 -3.33129
H -4.16592 -3.12203 -1.90286
H -6.44603 -3.51568 -1.09680
H -6.82354 -4.51381 1.13277
H -4.89161 -5.12096 2.55219
H -2.60562 -4.71913 1.76412
*
```

Computed properties:
Relative energy (zero: lowest compared OMol25 entry of this formula, charge and spin): 22.4 kJ/mol

Mulliken atomic charge list, values in e, 8 entries: atom 1 (Ir): 1.137, atom 2 (I): 0.082, atom 3 (C): -0.312, atom 4 (C): -0.224, atom 5 (C): -0.319, atom 6 (I): 0.125, atom 7 (C): 0.481, atom 8 (C): -0.688



(2)
Formula: C20H60N4O8
Source: the OMol25 dataset
Level of theory: ωB97M-V/def2-TZVPD

Structure (ORCA input):
```
! RIJCOSX wB97M-V def2-TZVPD def2/J DEFGRID3
* xyz 0 1
C -3.33438 -0.21677 0.06441
O -4.18087 -1.30447 -0.29890
C -5.53766 -0.92233 -0.42928
C -6.30214 -2.10169 -0.99073
C -6.01751 -2.31387 -2.48151
N -7.73845 -1.91234 -0.78641
H -2.57032 -0.62368 0.72281
H -3.91543 0.61944 0.45279
H -2.84719 0.15173 -0.84956
H -5.91945 -0.61587 0.55569
H -5.59849 -0.05434 -1.10160
H -5.87411 -2.98689 -0.49610
H -6.86752 -2.79648 -2.96607
H -5.12722 -2.92564 -2.59741
H -5.88610 -1.36005 -2.99775
H -8.22023 -2.72739 -1.14905
H -7.92007 -1.90361 0.21278
C 0.56138 3.00065 7.43614
O 0.48733 3.07706 6.04286
C 1.39566 3.99501 5.50793
C 1.14036 4.22880 4.02456
C 1.02391 2.96483 3.21257
N 2.12407 5.13532 3.45149
H -0.01800 2.15753 7.79867
H 0.14327 3.89909 7.92865
H 1.60280 3.00401 7.78561
H 1.32914 5.00160 5.95558
H 2.43999 3.68022 5.67103
H 0.17247 4.73807 3.95968
H 1.98969 2.45863 3.09977
H 0.59732 3.16590 2.23208
H 0.40996 2.23073 3.73671
H 2.16774 6.02790 3.92717
H 3.06108 4.74887 3.47269
C 4.55648 -0.56636 -2.23860
O 4.15614 -0.13908 -0.94148
C 5.08159 -0.50353 0.06127
C 4.63499 0.10512 1.38268
C 4.60849 1.63573 1.32341
N 5.50529 -0.34768 2.47871
H 3.96752 -0.02879 -2.97904
H 4.35714 -1.63422 -2.35089
H 5.61169 -0.33629 -2.39923
H 5.19230 -1.59352 0.14308
H 6.08231 -0.11010 -0.18525
H 3.62897 -0.29363 1.54529
H 3.67287 1.95856 1.76983
H 4.67232 1.96682 0.28696
H 5.47377 2.06596 1.82618
H 5.55265 -1.36016 2.48088
H 6.43411 0.02277 2.31034
C -1.26191 0.54170 -5.87242
O -1.48438 -0.64412 -5.15388
C -1.30038 -0.58302 -3.75084
C -1.08537 -2.00480 -3.23778
C -2.08314 -2.99138 -3.81556
N -1.12209 -2.08707 -1.76278
H -2.16315 1.15999 -5.87150
H -0.98589 0.24175 -6.88495
H -0.40730 1.13700 -5.52335
H -0.37176 -0.02541 -3.56628
H -2.15988 -0.08540 -3.28107
H -0.07484 -2.29558 -3.54531
H -3.08891 -2.65846 -3.53479
H -1.96568 -3.95917 -3.32112
H -2.02500 -3.14580 -4.88735
H -1.99429 -1.70960 -1.39983
H -0.40954 -1.41071 -1.48246
C 2.30641 -3.37887 -1.62934
O 1.06019 -4.03210 -1.53060
H 3.08186 -4.05576 -1.27114
H 2.55247 -3.16382 -2.68126
H 2.31809 -2.43191 -1.07812
H 0.36317 -3.36680 -1.64061
C 0.77054 0.09063 0.24835
O 1.39355 0.27801 -1.00938
H -0.30055 0.00562 0.06597
H 1.13271 -0.79837 0.76370
H 0.90621 0.96558 0.89523
H 2.35299 0.18719 -0.91374
C 0.71336 -2.82586 2.58859
O -0.21211 -1.81318 2.96566
H 1.45392 -2.95378 3.38212
H 0.21322 -3.79169 2.45712
H 1.22477 -2.64658 1.64329
H -0.08953 -1.67428 3.90700
C -1.21718 2.47714 -2.14768
O -1.62120 2.85714 -3.44451
H -0.41096 1.73843 -2.14115
H -1.01721 3.33361 -1.50015
H -2.05748 1.93312 -1.70790
H -0.89342 3.22507 -3.95161
*
```

Computed properties:
Structure (SMILES): COC[C@H](C)N.COC[C@H](C)N.COC[C@H](C)N.COC[C@H](C)N.CO.CO.CO.CO
Relative energy (zero: lowest compared OMol25 entry of this formula, charge and spin): 194.3 kJ/mol

Mulliken atomic charge list, values in e, 8 entries: atom 1 (C): -0.254, atom 2 (O): -0.319, atom 3 (C): -0.801, atom 4 (C): 0.529, atom 5 (C): -1.144, atom 6 (N): -0.729, atom 7 (H): 0.233, atom 8 (H): 0.438